(1)
19
Properties=species:S:1:pos:R:3 method="wB97M-V/def2-TZVPD" mol_weight_g_mol=96.2 spin_multiplicity=1 orbital_gap_ev=8.56 total_energy_ev=-7447.38407 homo_energy_ev=-8.0 total_charge=0 lumo_energy_ev=0.57
C -2.096 -0.392 0.929
C -1.306 -0.636 -0.335
C -0.275 0.392 -1.152
C 0.850 1.174 -0.829
C 1.382 0.901 0.560
C 0.947 -0.568 0.774
C 0.100 -0.898 -0.480
H -2.976 0.220 0.708
H -2.451 -1.352 1.325
H -1.519 0.109 1.709
H -1.946 -0.941 -1.162
H -0.587 0.384 -2.191
H 1.816 -0.148 -1.529
H 1.121 2.070 -1.383
H 2.469 1.012 0.609
H 0.957 1.602 1.294
H 0.391 -0.703 1.706
H 1.806 -1.241 0.821
H 1.318 -0.985 -1.373

=====

(2)
45
Properties=species:S:1:pos:R:3 method="wB97M-V/def2-TZVPD" mol_weight_g_mol=278.3 spin_multiplicity=1 orbital_gap_ev=9.16 total_energy_ev=-29656.40080 homo_energy_ev=-6.3 total_charge=-1 lumo_energy_ev=2.82
C -1.470 -1.114 2.055
C -1.547 -0.579 0.620
C -1.015 0.869 0.613
C -0.726 1.273 -0.857
C 0.732 1.058 -1.224
O 1.479 2.013 -1.499
O 1.206 -0.146 -1.131
N -2.888 -0.604 0.034
H -1.672 -2.187 2.121
H -0.438 -1.027 2.385
H -2.148 -0.527 2.669
H -0.935 -1.171 -0.057
H -0.106 0.951 1.211
H -1.781 1.553 0.983
H -0.996 2.296 -1.111
H -1.328 0.665 -1.524
H -3.155 -1.576 -0.078
H -3.596 -0.170 0.620
H -0.639 2.330 3.405
H 0.656 1.524 3.381
O -0.175 1.626 3.871
H 1.960 -3.150 -0.665
H 1.095 -1.868 -1.130
O 1.211 -2.842 -1.173
H -0.710 -3.252 -1.098
H -2.105 -3.513 -1.707
O -1.622 -3.490 -0.877
H -0.201 -0.793 -3.682
H -0.056 -1.058 -2.193
O -0.653 -1.202 -2.942
H 1.353 3.753 -0.545
H 0.489 3.033 0.505
O 0.787 3.902 0.229
H 2.293 2.381 1.973
H 2.212 0.897 1.471
O 1.726 1.607 1.901
H 4.279 0.483 0.687
H 4.137 1.706 -0.158
O 4.394 1.458 0.736
H -2.426 -0.828 -3.078
H -3.373 -0.412 -2.000
O -3.377 -0.666 -2.927
H 2.735 -0.715 -0.603
H 2.968 -1.500 0.729
O 3.429 -0.989 0.059

=====

(3)
13
Properties=species:S:1:pos:R:3 method="wB97M-V/def2-TZVPD" mol_weight_g_mol=204.0 spin_multiplicity=1 orbital_gap_ev="2.91 / 2.87" total_energy_ev=-6843.35408 homo_energy_ev="-3.8 / -3.9" total_charge=0 lumo_energy_ev="-0.85 / -1.03"
H -0.689 1.295 -1.800
C 0.971 0.313 -0.510
C -0.838 1.156 -0.716
C -0.680 -0.225 -0.197
O -1.540 -0.871 0.537
Cs -1.414 -1.451 3.939
H 1.457 0.137 -1.477
H 1.359 1.161 0.082
H -0.801 2.117 -0.188
H -1.917 0.443 -1.002
C 0.956 -0.972 0.283
H 1.945 -1.372 0.013
H 1.191 -1.731 1.037

=====

(4)
114
Properties=species:S:1:pos:R:3 method="wB97M-V/def2-TZVPD" mol_weight_g_mol=580.9 spin_multiplicity=1 orbital_gap_ev=9.56 total_energy_ev=-52752.82404 smiles=CC(C)O.CC(C)O.CC(C)O.CC(C)O.CC(C)O.CC(C)O.CC(C)O.CO.CO.CO.CO.CO homo_energy_ev=-9.2 total_charge=0 lumo_energy_ev=0.37
C -2.422 1.364 -2.684
O -1.733 1.312 -3.962
H -2.234 2.355 -2.285
H -2.182 0.650 -1.889
H -3.526 1.378 -2.805
H -2.048 2.084 -4.452
C -1.169 -2.449 -4.915
O -1.265 -1.722 -3.658
H -0.169 -2.835 -5.002
H -1.321 -1.703 -5.698
H -2.006 -3.193 -5.013
H -2.030 -1.193 -3.794
C 2.541 2.183 2.018
O 3.004 2.785 3.207
H 3.389 1.755 1.505
H 1.979 2.952 1.428
H 1.701 1.536 2.126
H 3.440 2.057 3.686
C 2.070 -1.665 -3.473
O 1.315 -0.695 -4.193
H 3.146 -1.550 -3.652
H 1.767 -2.650 -3.780
H 1.936 -1.567 -2.402
H 0.432 -0.878 -4.062
C 4.258 -0.534 -0.502
O 4.876 0.684 -0.953
H 3.829 -0.956 -1.418
H 3.394 -0.423 0.080
H 4.823 -1.404 -0.056
H 5.364 0.554 -1.768
C -4.733 -1.495 0.258
C -4.988 -1.252 1.716
C -3.663 -1.542 2.478
O -5.228 -0.068 2.070
H -5.625 -1.389 -0.268
H -4.279 -2.483 -0.043
H -4.075 -0.729 -0.197
H -5.796 -1.870 2.096
H -2.886 -0.829 2.149
H -3.366 -2.610 2.426
H -3.883 -1.226 3.544
H -6.165 0.091 1.834
C -0.944 -1.528 -0.422
C 0.015 -1.348 0.747
C 1.272 -2.223 0.554
O 0.497 -0.218 0.804
H -1.220 -2.557 -0.555
H -0.388 -1.324 -1.351
H -1.833 -0.912 -0.333
H -0.588 -1.661 1.613
H 1.008 -3.302 0.605
H 1.966 -2.225 1.398
H 1.777 -2.074 -0.443
H -0.141 0.320 1.202
C -2.296 1.711 0.650
C -1.569 2.243 1.807
C -1.418 1.272 2.940
O -0.459 2.724 1.604
H -3.040 0.969 0.965
H -1.602 1.274 -0.075
H -2.745 2.544 0.197
H -2.195 3.046 2.157
H -1.039 1.789 3.787
H -0.611 0.559 2.794
H -2.302 0.756 3.283
H -0.563 3.443 0.945
C -6.207 -1.137 -5.087
C -5.000 -0.575 -4.333
C -4.583 -1.559 -3.244
O -4.047 -0.378 -5.071
H -6.473 -0.542 -5.956
H -7.031 -1.216 -4.366
H -5.853 -2.128 -5.386
H -5.231 0.395 -3.936
H -3.856 -1.090 -2.533
H -4.023 -2.323 -3.705
H -5.427 -1.931 -2.711
H -3.509 0.266 -4.587
C 0.977 2.933 -3.439
C 0.907 2.602 -1.965
C 1.694 1.345 -1.609
O 1.316 3.526 -1.264
H 0.607 2.099 -3.998
H 2.004 3.063 -3.751
H 0.393 3.833 -3.720
H -0.151 2.528 -1.608
H 1.951 1.280 -0.519
H 2.533 0.997 -2.225
H 1.041 0.493 -1.821
H 2.243 3.450 -1.123
C 7.036 -0.102 2.587
C 5.532 0.133 2.648
C 4.809 -1.218 2.777
O 5.105 0.944 3.499
H 7.309 -0.620 3.499
H 7.595 0.822 2.576
H 7.397 -0.843 1.856
H 5.201 0.567 1.661
H 5.192 -1.944 1.996
H 3.692 -1.150 2.595
H 4.987 -1.654 3.791
H 4.566 0.517 4.122
C 1.135 1.311 5.497
C 1.838 -0.020 5.266
C 1.348 -0.863 4.070
O 3.058 0.138 5.099
H 1.106 1.927 4.583
H 1.661 1.899 6.232
H 0.153 1.193 5.818
H 1.774 -0.619 6.240
H 0.289 -1.004 4.184
H 1.932 -1.775 3.822
H 1.442 -0.306 3.151
H 3.514 0.624 5.815

=====

(5)
11
Properties=species:S:1:pos:R:3 method="wB97M-V/def2-TZVPD" mol_weight_g_mol=136.2 spin_multiplicity=1 orbital_gap_ev=8.13 total_energy_ev=-34150.71368 homo_energy_ev=-9.2 total_charge=0 lumo_energy_ev=-1.08
C -0.972 -0.018 -0.027
C -0.043 0.621 0.972
C 1.080 1.228 0.572
P -0.210 -1.344 -1.015
S -1.530 -2.736 -1.488
S 1.704 -1.162 -1.413
H -1.901 -0.401 0.469
H -1.104 0.598 -0.924
H -0.206 0.448 2.065
H 1.825 1.358 1.269
H 1.357 1.407 -0.481

=====

(6)
36
Properties=species:S:1:pos:R:3 method="wB97M-V/def2-TZVPD" mol_weight_g_mol=196.3 spin_multiplicity=3 orbital_gap_ev="7.18 / 5.50" total_energy_ev=-16221.99879 homo_energy_ev="-9.7 / -13.4" total_charge=+1 lumo_energy_ev="-2.53 / -7.93"
C -3.288 -1.601 -0.098
C -2.244 -0.715 0.607
C -3.393 -0.879 -1.403
C -0.040 -0.888 -0.625
C -1.093 1.345 -0.383
C 0.378 1.351 -0.300
C -1.379 -0.190 -0.510
C 2.015 -0.147 2.228
C 4.214 0.374 1.206
C 2.345 0.176 -0.295
C 2.733 0.631 1.142
N -2.097 -0.413 -1.831
N 0.938 0.192 -0.450
N -1.355 2.163 -1.545
H -2.891 -2.616 -0.268
H -4.337 -1.672 0.367
H -2.846 0.094 1.130
H -1.621 -1.301 1.362
H -3.894 -1.569 -2.246
H -4.055 0.009 -1.257
H 0.106 -1.705 0.009
H 0.075 -1.234 -1.558
H -1.654 1.802 0.555
H 0.951 2.314 -0.538
H 2.201 -1.241 1.979
H 2.629 0.169 3.085
H 0.994 0.091 2.277
H 4.504 -0.556 0.746
H 4.560 0.229 2.332
H 4.803 1.169 0.714
H 2.744 0.704 -1.101
H 2.631 -0.792 -0.499
H 2.683 1.703 1.196
H -1.662 -1.163 -2.376
H -1.405 1.502 -2.344
H -2.248 2.667 -1.308

=====

(7)
18
Properties=species:S:1:pos:R:3 method="wB97M-V/def2-TZVPD" mol_weight_g_mol=103.1 spin_multiplicity=1 orbital_gap_ev=9.51 total_energy_ev=-9347.20687 homo_energy_ev=-14.3 total_charge=+1 lumo_energy_ev=-4.76
C 2.236 1.181 -0.377
N 1.023 1.861 -0.168
O 2.439 0.507 -1.339
H 2.962 1.296 0.443
H 1.101 2.638 0.471
H 0.604 2.143 -1.048
C -0.755 -1.148 -1.421
C -1.470 -1.056 -0.083
C -0.555 -0.473 2.085
N -0.707 -0.205 0.854
H -0.817 -0.193 -1.944
H 0.296 -1.410 -1.300
H -1.230 -1.916 -2.027
H -2.453 -0.602 -0.188
H -1.561 -2.030 0.398
H -0.073 0.250 2.730
H -0.901 -1.426 2.468
H -0.138 0.582 0.447

=====

(8)
17
Properties=species:S:1:pos:R:3 method="wB97M-V/def2-TZVPD" mol_weight_g_mol=115.1 spin_multiplicity=1 orbital_gap_ev=8.43 total_energy_ev=-10809.21986 homo_energy_ev=-7.7 total_charge=0 lumo_energy_ev=0.77
C -0.461 0.531 -1.521
C 0.990 -0.048 0.504
C -1.062 0.389 -0.288
N 1.851 -0.938 -0.060
N -1.491 1.479 0.429
C -0.704 -0.774 0.516
O -0.604 -2.007 -0.143
N 1.184 0.863 1.355
H -1.358 -2.114 -0.734
H 2.621 -1.212 0.536
H 1.435 -1.670 -0.617
H -1.219 1.473 1.401
H -1.278 2.375 0.010
H 2.076 1.344 1.291
H -1.132 -0.819 1.517
H -0.565 1.461 -2.056
H -0.283 -0.334 -2.140

=====

(9)
157
Properties=species:S:1:pos:R:3 method="wB97M-V/def2-TZVPD" mol_weight_g_mol=1465.8 spin_multiplicity=3 orbital_gap_ev="4.97 / 5.54" total_energy_ev=-155009.91164 homo_energy_ev="-1.0 / -1.5" total_charge=-2 lumo_energy_ev="4.02 / 4.02"
Ti 1.444 -0.092 -0.867
C -3.476 1.360 -3.263
C -3.128 0.288 -4.295
C -1.625 0.015 -4.442
Sb -0.837 -1.283 -2.871
C -2.111 -2.883 -3.705
C -2.015 -3.303 -5.030
C -2.893 -4.240 -5.553
C -3.893 -4.783 -4.755
C -3.998 -4.386 -3.431
C -3.112 -3.447 -2.917
C 0.812 -2.043 -4.057
C 1.295 -1.432 -5.209
C 2.364 -1.984 -5.905
C 2.965 -3.149 -5.452
C 2.496 -3.760 -4.296
C 1.428 -3.207 -3.605
Sb -2.896 0.896 -1.184
C -4.542 2.094 -0.364
C -4.984 3.304 -0.887
C -5.920 4.080 -0.212
C -6.426 3.655 1.008
C -5.990 2.451 1.548
C -5.053 1.688 0.869
C -4.283 -0.782 -0.985
C -5.435 -0.945 -1.747
C -6.325 -1.974 -1.475
C -6.087 -2.843 -0.416
C -4.946 -2.685 0.357
C -4.045 -1.668 0.064
H -4.548 1.576 -3.277
H -2.946 2.279 -3.524
H -3.509 0.622 -5.270
H -3.647 -0.650 -4.065
H -1.071 0.956 -4.450
H -1.443 -0.507 -5.383
H -1.232 -2.893 -5.662
H -2.804 -4.548 -6.590
H -4.581 -5.512 -5.168
H -4.774 -4.798 -2.796
H -3.209 -3.144 -1.882
H 0.848 -0.509 -5.563
H 2.737 -1.497 -6.799
H 3.799 -3.577 -5.997
H 2.966 -4.666 -3.931
H 1.067 -3.682 -2.698
H -4.586 3.655 -1.836
H -6.247 5.026 -0.629
H -7.148 4.265 1.539
H -6.362 2.119 2.511
H -4.696 0.761 1.308
H -5.648 -0.265 -2.564
H -7.212 -2.098 -2.087
H -6.791 -3.638 -0.200
H -4.749 -3.359 1.183
H -3.136 -1.565 0.653
C 3.788 0.724 -4.258
C 2.549 0.844 -3.409
O 2.365 -0.088 -2.501
C 1.693 1.952 -3.560
C 1.926 2.980 -4.509
C 1.136 4.112 -4.568
C 0.080 4.278 -3.676
C -0.187 3.281 -2.741
C 0.573 2.115 -2.672
O 0.244 1.179 -1.799
H 4.236 -0.254 -4.091
H 4.516 1.498 -3.988
H 3.560 0.829 -5.322
H 2.761 2.891 -5.194
H 1.351 4.886 -5.296
H -0.530 5.174 -3.704
H -0.990 3.394 -2.020
C 3.615 0.095 3.855
Sb 1.854 -0.358 2.412
C 2.975 0.336 0.552
C 3.039 1.804 0.442
C 3.569 2.658 1.425
C 3.773 3.986 1.140
C 3.419 4.472 -0.119
C 2.837 3.593 -1.009
N 2.656 2.297 -0.747
Si 4.670 -0.276 0.019
C 4.805 -1.590 -1.371
C 5.919 -0.959 1.311
C 5.668 1.193 -0.698
C 0.523 1.025 4.066
C -0.195 2.064 3.264
C -1.536 2.413 3.475
C -2.105 3.443 2.749
C -1.336 4.114 1.812
C -0.010 3.735 1.684
N 0.548 2.765 2.392
Si 1.368 2.082 5.375
C 2.186 1.126 6.800
C 0.068 3.181 6.250
C 2.608 3.380 4.751
Si -0.539 -0.378 4.749
C -1.747 -1.191 3.542
C 0.589 -1.750 5.427
C -1.611 0.057 6.284
H 4.577 -0.195 3.430
H 3.406 -0.561 4.707
H 3.679 1.118 4.229
H 3.835 2.227 2.380
H 4.216 4.649 1.875
H 3.576 5.507 -0.395
H 2.510 3.932 -1.988
H 5.252 -2.520 -1.013
H 5.439 -1.205 -2.173
H 3.830 -1.815 -1.802
H 5.529 -1.793 1.899
H 6.238 -0.180 2.008
H 6.808 -1.313 0.781
H 5.124 1.636 -1.536
H 6.650 0.874 -1.057
H 5.814 1.975 0.051
H -2.123 1.878 4.212
H -3.133 3.736 2.920
H -1.749 4.918 1.216
H 0.634 4.245 0.977
H 1.438 0.592 7.391
H 2.707 1.822 7.463
H 2.911 0.399 6.433
H -0.747 2.590 6.671
H -0.374 3.884 5.539
H 0.521 3.759 7.060
H 3.646 3.050 4.840
H 2.506 4.318 5.302
H 2.402 3.581 3.700
H -1.206 -1.880 2.888
H -2.208 -0.443 2.896
H -2.532 -1.745 4.064
H 1.261 -2.100 4.640
H -0.009 -2.598 5.771
H 1.200 -1.401 6.264
H -2.481 0.670 6.036
H -1.032 0.587 7.043
H -1.973 -0.872 6.731
S -0.156 0.009 0.833
C 3.015 -3.336 0.627
C 1.618 -2.862 0.331
O 1.491 -1.912 -0.582
C 0.502 -3.583 0.834
C -0.770 -3.496 0.218
C -1.829 -4.276 0.624
C -1.707 -5.143 1.709
C -0.486 -5.195 2.380
C 0.590 -4.441 1.963
H 3.598 -2.586 1.166
H 3.517 -3.541 -0.320
H 3.002 -4.253 1.210
H -0.887 -2.821 -0.617
H -2.768 -4.219 0.086
H -2.544 -5.752 2.029
H -0.377 -5.837 3.247
H 1.504 -4.482 2.541

=====

(10)
11
Properties=species:S:1:pos:R:3 method="wB97M-V/def2-TZVPD" mol_weight_g_mol=87.1 spin_multiplicity=1 orbital_gap_ev=10.27 total_energy_ev=-8772.67259 homo_energy_ev=-10.5 total_charge=0 lumo_energy_ev=-0.21
O -0.253 -0.146 2.035
C -0.710 0.184 0.744
C 0.506 0.391 -0.148
O 0.877 -1.028 -1.320
C 0.297 1.018 -1.415
N 0.315 0.810 -2.559
H -0.989 -0.512 2.541
H -1.279 -0.616 0.265
H -1.362 1.080 0.782
H 1.370 0.765 0.421
H 1.228 -1.948 -1.346

=====

(11)
22
Properties=species:S:1:pos:R:3 method="wB97M-V/def2-TZVPD" mol_weight_g_mol=169.2 spin_multiplicity=1 orbital_gap_ev="6.52 / 7.10" total_energy_ev=-14519.72514 homo_energy_ev="-12.2 / -13.3" total_charge=+1 lumo_energy_ev="-5.69 / -6.19"
C 1.114 -1.907 -2.641
C 2.845 1.935 -0.596
C 1.752 2.543 0.141
C 2.612 0.724 -1.236
C 0.709 1.732 0.548
C 1.404 -0.033 -0.909
C 0.535 0.448 0.072
C 1.062 -1.187 -1.505
C -0.767 -1.346 -0.505
C -1.365 -0.262 1.498
C -1.542 -2.593 -0.856
N 0.912 -2.415 -3.636
N -0.604 -0.403 0.395
H 3.675 2.458 -0.878
H 2.014 3.486 0.750
H 3.270 0.269 -1.941
H 0.010 2.211 1.300
H -2.294 -0.910 1.591
H -1.279 0.625 2.104
H -1.097 -3.045 -1.734
H -2.653 -2.300 -1.180
H -1.599 -3.150 0.158